No. 1
{"formula": "H2NaO", "method": "wB97M-V/def2-TZVPD", "elements": ["O", "H", "H", "Na"], "coordinates": [[0.31103, -0.68630, 0.27371], [0.01050, -1.28896, -0.44374], [-0.02398, -1.09966, 1.10145], [-0.29756, 3.07493, -0.93141]], "atomic_forces_ev_per_a": [[-0.784, -0.679, -0.045], [0.353, 0.494, 0.822], [0.376, 0.363, -0.858], [0.055, -0.178, 0.080]], "lowdin_charge": [-0.0961, 0.0539, 0.0587, 0.9834], "homo_energy_ev": -15.111, "de_lowest_kj_mol": 67.9, "e_lumo_ev": -5.53, "orbital_gap_ev": 9.6, "e_tot_ha": -238.5139, "charge": 1}

No. 2
{"formula": "C41H29Br5IrN4O5S2", "method": "wB97M-V/def2-TZVPD", "elements": ["Ir", "Br", "C", "C", "Br", "C", "Br", "C", "O", "C", "O", "C", "Br", "O", "S", "C", "C", "C", "C", "C", "C", "C", "C", "C", "C", "C", "C", "H", "H", "H", "H", "H", "H", "H", "H", "H", "H", "Br", "C", "C", "N", "C", "C", "C", "C", "O", "O", "H", "H", "H", "C", "N", "C", "C", "N", "C", "S", "H", "H", "H", "H", "H", "H", "N", "C", "C", "C", "C", "C", "C", "C", "C", "C", "C", "C", "C", "C", "H", "H", "H", "H", "H", "H", "H", "H", "H", "H"], "coordinates": [[-0.11130, 0.43446, 0.93219], [5.92590, 0.97216, 4.85289], [4.14870, 0.66996, 4.29209], [3.16560, 0.38116, 5.23589], [3.60170, 0.34036, 7.07589], [1.86740, 0.13546, 4.81859], [0.52100, -0.31714, 6.07209], [1.48390, 0.19796, 3.47539], [0.28210, -0.04234, 3.10389], [2.49650, 0.56036, 2.49109], [2.18320, 0.69856, 1.27159], [3.81410, 0.74616, 2.95179], [5.12470, 1.12216, 1.64039], [-0.33080, 1.02706, -1.29941], [-1.07960, 2.00956, -2.11681], [-2.76370, 1.36376, -2.24891], [-2.98740, 0.00786, -2.10541], [-4.26970, -0.49024, -2.25371], [-5.32070, 0.37506, -2.52011], [-5.09120, 1.73756, -2.62251], [-3.80530, 2.23506, -2.49751], [-0.68020, 1.37916, -3.79351], [-0.17000, 0.10856, -3.98531], [0.26480, -0.27114, -5.24261], [0.20070, 0.62226, -6.30031], [-0.30770, 1.89636, -6.10091], [-0.75210, 2.27346, -4.84651], [-2.14580, -0.62614, -1.86471], [-4.45710, -1.55234, -2.16921], [-6.32460, -0.00974, -2.63101], [-5.91420, 2.41336, -2.79831], [-3.60110, 3.29026, -2.56921], [-0.07720, -0.55804, -3.14131], [0.66970, -1.26164, -5.38671], [0.56450, 0.33656, -7.27751], [-0.34810, 2.60856, -6.91141], [-1.13030, 3.26906, -4.66531], [2.97240, 7.07456, 1.62069], [1.18960, 6.55396, 1.22449], [0.20460, 7.52366, 1.10499], [-1.04140, 7.22616, 0.78819], [-1.35700, 5.95796, 0.58439], [-0.44840, 4.91286, 0.72199], [0.86720, 5.22086, 1.04839], [-0.85710, 3.46086, 0.52599], [-1.74210, 3.23246, -0.31521], [-0.23510, 2.64826, 1.23939], [0.42570, 8.57056, 1.26209], [-2.38090, 5.75696, 0.30109], [1.59580, 4.42826, 1.14959], [-2.50080, -1.24514, 4.08939], [-2.70560, -1.93964, 2.85199], [-2.75760, -3.29454, 2.67109], [-2.83630, -3.53824, 1.34309], [-2.84330, -2.31904, 0.71529], [-2.73110, -1.33264, 1.64279], [-2.73810, 0.32046, 1.34849], [-2.47680, -1.96044, 4.90909], [-3.29590, -0.51654, 4.24939], [-1.55390, -0.70054, 4.03649], [-2.71980, -3.96594, 3.50229], [-2.88090, -4.46414, 0.81019], [-2.76380, -2.13954, -0.27191], [0.11180, -1.32164, 0.14159], [1.10310, -2.11844, 0.03429], [0.94730, -3.53104, 0.43099], [0.37860, -3.89114, 1.65169], [0.17630, -5.22124, 1.96449], [0.51590, -6.21514, 1.05869], [1.07390, -5.86504, -0.16281], [1.29180, -4.53914, -0.47461], [2.38880, -1.73054, -0.56711], [3.54860, -2.44864, -0.26671], [4.76620, -2.07174, -0.79711], [4.84810, -0.97404, -1.63961], [3.70400, -0.24904, -1.93161], [2.48600, -0.61184, -1.39581], [0.13080, -3.11434, 2.35999], [-0.24350, -5.48894, 2.92349], [0.35030, -7.25554, 1.30179], [1.34240, -6.63264, -0.87681], [1.72940, -4.26774, -1.42571], [3.48810, -3.29834, 0.39939], [5.66030, -2.62124, -0.53511], [5.80280, -0.67124, -2.04591], [3.76480, 0.61296, -2.57921], [1.59870, -0.02914, -1.58731]], "atomic_forces_ev_per_a": [[1.505, 2.741, 0.456], [0.156, 0.032, -0.019], [-0.233, -0.118, 0.936], [0.967, 0.163, -0.035], [-0.027, -0.040, 0.100], [-0.527, -0.081, -0.497], [-0.156, -0.028, -0.024], [2.306, 0.567, 0.252], [-2.445, -0.161, -2.842], [0.078, -0.279, 2.268], [-2.454, 0.027, -2.561], [-0.423, -0.066, -0.620], [-0.111, 0.022, -0.144], [0.924, -1.195, 1.858], [-0.909, -0.042, -2.213], [0.002, 0.310, 0.270], [0.115, -0.046, 0.017], [0.054, 0.017, -0.059], [-0.080, 0.029, 0.061], [-0.065, -0.046, -0.097], [0.170, 0.023, 0.064], [0.349, 0.170, 0.324], [0.041, -0.032, 0.130], [-0.032, -0.050, -0.029], [0.019, 0.045, -0.119], [-0.096, 0.008, -0.082], [-0.031, 0.036, 0.191], [0.114, -0.142, 0.012], [-0.006, -0.066, 0.033], [-0.057, -0.038, 0.007], [-0.081, 0.068, -0.038], [-0.033, 0.230, 0.030], [0.031, -0.097, 0.100], [0.061, -0.085, -0.039], [0.011, -0.039, -0.044], [0.014, 0.019, -0.126], [-0.018, 0.179, -0.043], [-0.114, -0.027, -0.002], [0.061, -0.004, -0.014], [0.384, 0.002, 0.060], [-0.401, 0.351, -0.057], [0.071, -0.472, -0.077], [0.049, -0.106, 0.050], [-0.120, 0.063, 0.017], [-0.075, 0.731, 0.214], [-0.667, 0.101, 0.449], [0.452, -0.871, 0.855], [0.136, 0.060, 0.026], [-0.062, -0.130, 0.002], [0.032, -0.020, 0.071], [0.199, 0.693, 0.587], [0.071, -0.011, -1.216], [-0.145, -0.403, -0.204], [-0.085, -0.100, 0.160], [0.150, 0.265, 0.802], [-0.362, -0.658, -0.047], [1.552, 0.732, -0.597], [-0.003, -0.021, -0.082], [-0.049, -0.104, 0.010], [-0.045, -0.108, 0.080], [0.003, -0.188, 0.134], [0.063, -0.170, -0.088], [0.067, 0.058, 0.105], [-0.535, -2.479, 2.189], [-0.643, 1.644, -0.580], [-0.499, -1.025, -0.689], [0.317, 0.409, -0.221], [0.054, -0.265, 0.025], [-0.023, 0.042, 0.023], [-0.004, -0.306, -0.095], [-0.063, 0.140, 0.247], [1.025, 0.132, 0.438], [-0.153, 0.071, -0.105], [0.255, 0.024, -0.032], [0.012, -0.061, 0.063], [0.064, 0.076, -0.141], [-0.148, -0.280, 0.167], [-0.070, 0.181, 0.016], [-0.045, -0.023, 0.104], [0.003, -0.064, 0.030], [-0.012, -0.065, -0.019], [0.027, 0.019, -0.041], [0.061, -0.004, 0.044], [0.051, -0.029, 0.003], [0.065, 0.011, -0.043], [0.009, 0.129, -0.043], [-0.041, 0.026, -0.057]], "lowdin_charge": [1.2824, 0.6614, -0.7812, -0.7818, 0.6520, -0.6399, 0.7404, -0.4229, -0.2242, -0.4333, -0.1551, -0.6416, 0.7409, -0.5917, 1.0728, -0.3455, -0.1057, -0.0829, -0.0859, -0.0757, -0.0670, -0.3297, -0.0720, -0.0709, -0.0924, -0.0891, -0.0881, 0.0922, 0.1002, 0.0989, 0.1012, 0.1131, 0.0998, 0.1042, 0.0980, 0.0995, 0.1070, 0.7159, -0.6602, -0.2106, 0.0582, -0.0876, -0.0870, -0.0379, -0.6282, -0.1268, -0.1154, 0.0949, 0.1154, 0.1240, -0.0460, -0.1025, -0.0666, -0.0768, 0.0978, -0.7636, 0.7164, 0.0929, 0.0916, 0.0319, 0.1215, 0.1177, 0.1252, -0.0723, -0.3373, -0.1818, -0.0308, -0.0983, -0.1005, -0.0930, -0.0420, -0.1808, -0.0345, -0.0930, -0.1076, -0.0782, -0.0338, 0.1129, 0.0979, 0.0936, 0.0964, 0.1176, 0.1142, 0.0986, 0.0963, 0.1025, 0.0726], "homo_energy_ev": [-3.977, -3.977], "e_lumo_ev": [2.02, 2.05], "orbital_gap_ev": [6.0, 6.0], "e_tot_ha": -15945.8244, "charge": -1}

No. 3
{"formula": "C19H15N5O2S", "method": "wB97M-V/def2-TZVPD", "elements": ["O", "C", "O", "C", "C", "C", "S", "C", "N", "C", "C", "C", "C", "C", "C", "H", "H", "H", "H", "H", "H", "H", "H", "C", "N", "N", "N", "C", "N", "C", "C", "C", "C", "C", "C", "H", "H", "H", "H", "H", "H", "H"], "coordinates": [[1.46097, 4.20127, 1.32825], [2.12330, 3.43786, 0.49708], [1.58346, 2.91063, -0.56087], [0.07267, 2.90330, -0.74832], [-0.66303, 1.53539, -0.37194], [-0.17600, 0.59823, 0.52489], [-1.38417, -0.63471, 1.01044], [-2.51917, 0.50665, -0.09735], [-2.06606, 1.60629, -0.55344], [-3.84366, 0.04171, -0.08400], [-4.38810, -0.92395, 0.47173], [-5.76373, -1.38306, 0.24365], [-6.53574, -0.81698, -0.39988], [-6.10006, 0.65849, -0.77717], [-4.80368, 0.91800, -0.83944], [-4.50582, 1.83605, -0.98849], [-6.78549, 1.06670, -1.25445], [-7.63437, -0.97027, -0.28791], [-5.89345, -2.31174, 0.69261], [-3.65647, -1.73309, 1.06348], [0.85377, 0.55802, 0.68273], [-0.47248, 3.92006, -0.04281], [-0.15952, 3.16273, -1.73961], [3.39249, 3.13471, 0.78940], [3.69054, 1.93801, -0.12175], [4.50504, 1.52166, -0.94473], [4.37129, 0.04958, -1.13026], [3.60148, -0.11275, -0.19392], [3.05524, 0.65974, 0.75325], [3.24935, -1.71217, 0.03296], [3.68354, -2.47193, -1.03973], [3.29562, -3.94154, -1.01247], [2.55631, -4.30941, 0.17902], [2.04946, -3.57430, 1.08509], [2.38228, -2.17820, 1.01859], [2.11651, -1.20110, 1.79198], [1.47511, -3.77849, 1.74951], [2.25363, -5.37244, 0.50078], [3.66419, -4.57786, -1.60599], [4.17710, -2.09669, -1.70150], [3.82701, 3.08549, 1.82733], [3.91065, 3.85011, 0.25325]], "atomic_forces_ev_per_a": [[2.893, -2.881, -3.481], [-10.907, 4.838, 4.732], [-2.373, -0.729, -1.425], [-1.264, 1.658, 3.875], [1.266, 2.124, 2.298], [-2.152, 0.239, -1.994], [0.490, 3.532, -2.559], [1.298, -1.585, 2.611], [1.847, -1.814, -0.303], [-0.990, 6.811, -4.804], [-0.247, -9.167, 4.305], [13.305, -8.299, 9.365], [-11.967, 12.836, -8.014], [3.842, -8.057, 2.383], [-0.525, -3.705, 2.953], [1.777, 4.634, -1.618], [-5.941, 4.800, -3.900], [0.884, -0.308, -1.015], [-0.732, -1.597, 0.847], [-2.137, 2.172, -1.331], [1.375, -0.380, 0.741], [1.994, -3.452, -1.966], [0.358, 0.200, -1.389], [7.132, -2.676, -0.975], [-0.726, -3.907, 5.446], [0.526, 0.204, -1.977], [3.334, 6.527, -2.761], [-6.047, -8.511, 8.101], [2.733, 2.693, -5.391], [-0.374, 2.470, -1.043], [-6.924, -9.231, 7.871], [-2.183, 8.686, 7.198], [1.806, -6.538, -4.782], [5.007, 10.414, -3.677], [0.293, 3.045, 1.657], [0.220, -3.564, -1.875], [-6.657, -3.379, 7.963], [0.960, 0.853, -1.791], [2.521, -4.798, -4.678], [5.659, 3.958, -7.721], [-1.056, -0.438, -1.231], [1.681, 2.321, -0.645]], "lowdin_charge": [0.0295, -0.5305, 0.0139, -0.0047, -0.2955, -0.3434, 0.9687, -0.4129, 0.1344, -0.2919, -0.0588, -0.1721, -0.0780, 0.0330, 0.0148, 0.0537, 0.0132, 0.1380, 0.1023, 0.1423, -0.0048, 0.2210, 0.0804, -0.0219, -0.0737, 0.1289, 0.1518, -0.4903, 0.2199, -0.1407, 0.0259, 0.0674, -0.1183, -0.1218, -0.0098, 0.1645, 0.0109, 0.1408, 0.0087, -0.0130, 0.1881, 0.1298], "homo_energy_ev": -8.579, "de_lowest_kj_mol": 1463.2, "e_lumo_ev": -0.21, "orbital_gap_ev": 8.4, "e_tot_ha": -1554.8914, "charge": 0}